# 1
This record from the OMol25 dataset describes 2 unconnected molecules or ions with the total composition C4H14N3O at a distorted geometry. The level of theory is ωB97M-V/def2-TZVPD.

ΔE to the lowest compared entry with this formula, charge and spin, kcal/mol: 64.5
2S+1: 2
E_LUMO (alpha / beta), eV: 0.262 / 0.195
Expectation value of S²: 0.76
Frontier orbital gap (alpha / beta), eV: 2.92 / 6.65
E_HOMO (alpha / beta), eV: -2.6571 / -6.4588
E, hartree: -400.13461

Element x y z (Å)
C: 1.5289 0.7444 -1.2830
C: 1.2512 0.9579 0.2145
C: -0.0684 0.5346 0.7318
C: -1.2697 1.2666 0.7255
N: -2.4935 0.8393 1.3107
N: -0.1564 -0.8840 1.1209
N: 2.7600 1.4172 -1.7050
H: 0.6996 1.1045 -1.8783
H: 1.5730 -0.3395 -1.4835
H: 1.4436 2.0099 0.4158
H: 2.0418 0.4434 0.7464
H: -1.2540 2.2718 0.3422
H: -2.5302 0.0107 1.8686
H: -3.1864 1.5125 1.5560
H: 0.7395 -1.2483 0.8736
H: -0.7962 -1.4100 0.5120
H: -0.3802 -1.0345 2.1202
H: 3.5546 0.9719 -1.2734
H: 2.8761 1.3797 -2.7100
H: -1.3717 -3.4678 -0.9844
H: -2.8624 -3.6962 -0.8640
O: -2.0994 -3.3840 -0.3567

Here are the Mulliken charges for atoms 1 to 8, given in e: -0.183, -1.356, 0.193, -0.712, -0.428, -0.250, -0.604, 0.394


# 2
This record from the OMol25 dataset describes a molecular structure, C4H11NO at a distorted geometry. The level of theory is ωB97M-V/def2-TZVPD.

ΔE to the lowest compared entry with this formula, charge and spin, kcal/mol: 92.6
2S+1: 1
E_LUMO, eV: 0.928
Frontier orbital gap, eV: 8.92
E_HOMO, eV: -7.9896
E, hartree: -288.86942

Element x y z (Å)
C: 0.4791 1.1785 0.9949
C: -0.0884 -0.5329 -1.5397
C: -1.1964 -1.6392 0.2589
C: 1.5655 0.8155 0.1974
N: -1.0511 -0.4345 -0.5612
O: -0.0333 2.4644 0.8106
H: -0.9236 2.5115 1.1741
H: -0.6559 0.3521 0.1785
H: 0.3873 0.7796 2.0038
H: -0.2201 0.1466 -2.3783
H: 0.2073 -1.5323 -1.8560
H: -0.2357 -2.0487 0.6038
H: -1.7074 -2.4109 -0.3195
H: -1.7988 -1.4049 1.1372
H: 2.0240 1.5946 -0.4009
H: 0.9806 0.0568 -0.9190
H: 2.2670 0.1038 0.6154

Here are the Mulliken charges for atoms 1 to 8, given in e: -0.174, -0.611, -0.918, -0.771, -0.425, -0.522, 0.346, 0.409


# 3
This record from the OMol25 dataset describes 10 unconnected molecules or ions with the total composition C35H88BrClNO12P at a distorted geometry. The level of theory is ωB97M-V/def2-TZVPD.

2S+1: 1
E_LUMO, eV: -0.712
SMILES: CCCCN(C(=O)O[C@@H](Cl)CC)P(O)Br.CC(C)O.CC(C)O.CC(C)O.CC(C)O.CC(C)O.CC(C)O.CC(C)O.CC(C)O.CC(C)O
Frontier orbital gap, eV: 8.70
E_HOMO, eV: -9.4126
E, hartree: -5719.34820

Element x y z (Å)
C: 4.4052 -0.8573 2.4324
C: 4.0137 -2.2313 1.6033
C: 2.3838 -2.3925 1.3291
C: 1.8465 -1.0949 0.4205
N: 0.7534 -0.3318 1.1340
C: -0.6278 -0.6370 0.5998
O: -1.1342 -0.2528 -0.5748
O: -1.5019 -1.4770 1.4831
C: -2.2941 -0.6175 2.3767
Cl: -3.9582 -1.4059 2.6817
C: -1.5874 -0.2980 3.8282
C: -0.6869 -1.6269 4.2424
P: 1.0856 1.4151 1.2568
O: 2.2264 1.5380 2.6134
Br: 2.0623 2.2516 -0.6323
H: 3.7118 -0.8345 3.3922
H: 5.5586 -0.8347 2.7313
H: 4.2479 0.1149 1.7577
H: 4.3943 -3.1838 2.1929
H: 4.5014 -2.1303 0.5260
H: 1.7813 -2.5303 2.3246
H: 2.2678 -3.4180 0.7349
H: 1.4542 -1.5387 -0.5912
H: 2.8088 -0.4744 0.1739
H: -2.4612 0.4303 1.8360
H: -0.8667 0.6497 3.7666
H: -2.3564 -0.1053 4.6964
H: 0.3058 -1.5455 3.5917
H: -0.3434 -1.6268 5.3667
H: -1.2065 -2.6412 3.9151
H: 1.7794 2.2129 3.2328
C: -3.2524 -2.4058 -1.9832
C: -3.4624 -3.9060 -2.1135
C: -4.4410 -4.4213 -1.0703
O: -2.2125 -4.5730 -1.9588
H: -2.8348 -2.1523 -1.0023
H: -2.5364 -2.0509 -2.7323
H: -4.1936 -1.8626 -2.1131
H: -3.8367 -4.1395 -3.1162
H: -4.0655 -4.2393 -0.0570
H: -4.5729 -5.5042 -1.1682
H: -5.4179 -3.9386 -1.1728
H: -1.8727 -4.3714 -1.0711
C: -4.7121 3.8368 5.2083
C: -4.9221 2.3367 5.0780
C: -5.9007 1.8214 6.1212
O: -3.6722 1.6696 5.2327
H: -4.2945 4.0903 6.1892
H: -3.9961 4.1917 4.4592
H: -5.6533 4.3801 5.0784
H: -5.2963 2.1032 4.0753
H: -5.5252 2.0034 7.1345
H: -6.0326 0.7385 6.0233
H: -6.8776 2.3040 6.0187
H: -3.3324 1.8713 6.1203
C: -7.9044 5.5876 1.9042
C: -7.7280 6.5496 3.0683
C: -7.9769 7.9874 2.6417
O: -6.4037 6.4318 3.5817
H: -7.1923 5.8093 1.1013
H: -7.7101 4.5579 2.2230
H: -8.9187 5.6428 1.4967
H: -8.4177 6.2806 3.8758
H: -7.2674 8.2942 1.8650
H: -7.8342 8.6697 3.4866
H: -8.9933 8.1147 2.2563
H: -5.7844 6.6688 2.8715
C: 5.6300 3.7510 4.5249
C: 5.6979 4.5252 3.2181
C: 4.4081 5.2867 2.9575
O: 5.9365 3.6190 2.1442
H: 4.8225 3.0106 4.5002
H: 6.5603 3.1979 4.6933
H: 5.4629 4.4221 5.3731
H: 6.5393 5.2259 3.2488
H: 3.5573 4.6008 2.8773
H: 4.4668 5.8292 2.0078
H: 4.2043 6.0040 3.7587
H: 5.1943 2.9930 2.1094
C: 0.6366 1.1487 -5.5998
C: 1.3568 2.4747 -5.4134
C: 2.8656 2.3001 -5.4802
O: 1.0013 3.0318 -4.1507
H: 0.9104 0.4397 -4.8103
H: -0.4480 1.2876 -5.5370
H: 0.8771 0.7016 -6.5694
H: 1.0335 3.1808 -6.1860
H: 3.2183 1.6320 -4.6865
H: 3.3710 3.2605 -5.3322
H: 3.1730 1.8876 -6.4463
H: 1.2846 2.4115 -3.4587
C: 5.6650 6.5962 -7.9846
C: 4.4068 6.1615 -7.2500
C: 4.5225 6.4139 -5.7553
O: 4.1825 4.7727 -7.4785
H: 6.5377 6.0341 -7.6335
H: 5.5723 6.3972 -9.0577
H: 5.8566 7.6642 -7.8416
H: 3.5421 6.7031 -7.6488
H: 5.3547 5.8454 -5.3251
H: 3.6149 6.0849 -5.2380
H: 4.6799 7.4765 -5.5453
H: 4.9454 4.2839 -7.1275
C: 5.3201 -6.1334 -1.6316
C: 4.5729 -5.6790 -0.3879
C: 3.2329 -6.3851 -0.2574
O: 4.3607 -4.2711 -0.4525
H: 4.7491 -5.9027 -2.5380
H: 6.2771 -5.6079 -1.7192
H: 5.5129 -7.2104 -1.6049
H: 5.1820 -5.8781 0.5007
H: 2.5879 -6.1633 -1.1151
H: 2.7010 -6.0391 0.6354
H: 3.3630 -7.4696 -0.1894
H: 3.8207 -4.0850 -1.2385
C: -4.3875 -3.2609 -7.1813
C: -4.5975 -4.7611 -7.3116
C: -5.5761 -5.2764 -6.2684
O: -3.3476 -5.4282 -7.1569
H: -3.9699 -3.0075 -6.2004
H: -3.6715 -2.9061 -7.9304
H: -5.3287 -2.7177 -7.3112
H: -4.9717 -4.9946 -8.3143
H: -5.2006 -5.0944 -5.2551
H: -5.7080 -6.3593 -6.3663
H: -6.5530 -4.7937 -6.3709
H: -3.0078 -5.2265 -6.2692
C: 2.6323 -5.8413 5.9093
C: 2.2034 -5.1812 4.6086
C: 1.2992 -6.0940 3.7958
O: 3.3591 -4.8556 3.8407
H: 3.1984 -6.7592 5.7149
H: 3.2926 -5.1778 6.4781
H: 1.7661 -6.0899 6.5303
H: 1.6800 -4.2439 4.8266
H: 1.8179 -7.0209 3.5264
H: 1.0084 -5.6107 2.8568
H: 0.3928 -6.3503 4.3533
H: 3.8300 -5.6820 3.6424

Here are the Mulliken charges for atoms 1 to 8, given in e: -0.534, -0.566, 0.835, -1.014, 0.898, -0.082, -0.499, -0.087